No. 1
Density functional theory data (wB97M-V/def2-TZVPD) for a structure of composition C35H33CdN12O5S2.

```
! RIJCOSX wB97M-V def2-TZVPD def2/J DEFGRID3
* xyz -1 1
Cd 1.1600 -1.2621 0.1280
O 1.3749 -3.9562 -3.3847
C 1.4957 -3.1361 -2.3208
O 0.6694 -3.1815 -1.4320
C 2.6690 -2.2556 -2.3422
C 3.7203 -2.5874 -3.1758
C 4.9028 -1.8187 -3.0630
C 4.9280 -0.7641 -2.2204
C 3.7720 -0.4195 -1.4164
N 2.6427 -1.2258 -1.4874
C 3.7975 0.6804 -0.6236
O 4.9777 1.4197 -0.4593
O 2.7744 1.0846 0.2171
H 0.5975 -4.5198 -3.2448
H 3.6575 -3.4338 -3.8398
H 5.7749 -2.0965 -3.6395
H 5.8046 -0.1443 -2.1069
H 5.1656 1.4382 0.4892
N 0.2570 -3.6147 2.5011
C 1.5894 -3.3244 2.3816
N 2.5364 -3.9924 3.0352
N 3.6717 -3.4012 2.6719
N 3.4473 -2.4396 1.8585
N 2.1262 -2.3371 1.6407
C -0.7655 -3.0337 1.8058
N -2.0400 -3.3888 1.9715
N -2.7176 -2.5666 1.1812
N -1.9214 -1.7629 0.5732
N -0.6596 -2.0140 0.9411
H 0.0253 -4.4280 3.0472
O 0.2184 0.5228 1.5747
S 0.5830 0.6233 2.9907
C -0.9769 0.3506 3.9011
C -0.9522 0.1987 5.2767
C -2.1355 -0.0353 5.9554
C -3.3314 -0.1197 5.2585
C -3.3456 0.0352 3.8823
C -2.1648 0.2690 3.1995
C 0.4959 2.4274 3.3149
C 1.1754 3.0057 4.3712
C 1.1447 4.3822 4.5296
C 0.4512 5.1716 3.6266
C -0.2301 4.5859 2.5731
C -0.2101 3.2115 2.4195
H -0.0138 0.2595 5.8082
H -2.1221 -0.1621 7.0285
H -4.2511 -0.3175 5.7908
H -4.2722 -0.0402 3.3340
H -2.1621 0.3587 2.1237
H 1.7326 2.3897 5.0600
H 1.6738 4.8416 5.3510
H 0.4489 6.2459 3.7403
H -0.7720 5.1981 1.8677
H -0.7243 2.7358 1.5988
C 1.0418 3.6668 -1.9877
C 2.2848 2.9432 -1.4660
C 3.3585 3.9690 -1.1084
C 1.8577 2.0810 -0.2736
H 1.2736 4.2149 -2.8983
H 0.6888 4.3765 -1.2384
H 0.2447 2.9593 -2.2069
H 2.6744 2.2840 -2.2492
H 3.0151 4.6261 -0.3086
H 3.5939 4.5811 -1.9786
H 4.2651 3.4654 -0.7901
H 0.9332 1.5650 -0.5543
H 1.6505 2.7269 0.5906
S -4.1161 0.2678 -4.2196
C -2.6432 0.0268 -3.2176
C -2.6619 0.3339 -1.8714
C -1.4734 0.2217 -1.1614
N -0.3344 -0.1697 -1.7147
C -0.3393 -0.4975 -2.9969
C -1.4643 -0.4116 -3.8005
C -4.8018 -1.3746 -4.0252
C -4.4143 -2.3997 -4.8752
C -5.0147 -3.6365 -4.7107
N -5.9372 -3.8885 -3.7964
C -6.2858 -2.9049 -2.9833
C -5.7555 -1.6269 -3.0513
H -3.5716 0.6384 -1.3823
H -1.4170 0.5021 -0.1235
H 0.6078 -0.8181 -3.4114
H -1.4234 -0.6696 -4.8469
H -3.6732 -2.2319 -5.6411
H -4.7518 -4.4701 -5.3496
H -7.0333 -3.1558 -2.2426
H -6.0717 -0.8511 -2.3723
*
```

Properties
Energy above the lowest of the compared OMol25 structures with the same formula, charge and spin = 154.7 kJ/mol
Orbital gap = 5.429 eV
HOMO = -3.38 eV

No. 2
Density functional theory data (wB97M-V/def2-TZVPD) for a structure of composition C35H33ClCrN4Si2.

```
! RIJCOSX wB97M-V def2-TZVPD def2/J DEFGRID3
* xyz 0 5
C 3.8797 -2.0066 -0.6624
C 3.4299 -1.3855 -1.8620
C 3.3948 0.0356 -1.6437
H 3.2714 -1.9013 -2.8059
C 3.7345 0.2744 -0.2458
C 4.0267 -1.0102 0.3332
H 4.4666 -1.1804 1.3112
H 4.1680 -3.0480 -0.5504
H 3.2952 0.8005 -2.4092
H 3.9350 1.2384 0.2219
Cr 1.6875 -0.5251 -0.4165
Si 0.2120 1.1057 -0.5182
C -1.3939 1.1198 -1.5835
C -2.4136 2.0268 -1.2755
H -2.3643 2.6200 -0.3503
C -3.4858 2.2058 -2.1611
H -4.2919 2.8960 -1.8933
C -3.5100 1.5286 -3.3857
H -4.3384 1.6870 -4.0854
C -2.4665 0.6569 -3.7180
H -2.4684 0.1426 -4.6861
C -1.4242 0.4349 -2.8085
H -0.6109 -0.2470 -3.0873
C 0.5337 2.9653 -0.7938
C 0.9887 3.4350 -2.0346
H 1.4104 2.7382 -2.7628
C 0.8472 4.7911 -2.3587
H 1.1326 5.1517 -3.3511
C 0.3489 5.6944 -1.4104
H 0.2464 6.7523 -1.6572
C -0.0130 5.2483 -0.1378
H -0.3584 5.9415 0.6344
C 0.0744 3.8829 0.1550
H -0.2240 3.5374 1.1437
H 0.9657 0.2361 -1.7511
Si -2.8659 0.4695 1.8282
C -1.2883 1.4163 2.0739
C 0.0468 1.0228 1.4741
H 0.1321 -0.1368 1.7932
C 1.2188 1.7329 2.0403
H 2.2225 1.5184 1.6380
C 1.1186 2.5306 3.1560
H 2.0289 2.9434 3.6065
C -0.1208 2.7340 3.7778
H -0.1538 3.3214 4.6936
C -1.2956 2.2013 3.2435
H -2.2369 2.3727 3.7870
C -3.4969 -0.5596 0.4299
C -2.5832 -1.5155 -0.0649
H -1.6737 -1.7274 0.5104
C -2.8420 -2.1425 -1.2777
H -2.0805 -2.7791 -1.7284
C -4.0693 -1.9441 -1.9239
H -4.2326 -2.3800 -2.9129
C -5.0744 -1.1852 -1.3129
H -6.0582 -1.1287 -1.7921
C -4.7968 -0.4794 -0.1413
H -5.5685 0.1476 0.3095
H -3.7080 0.3616 2.9518
Cl -0.0394 -1.7278 2.4077
N 1.2123 -4.7762 0.3932
C 0.4647 -4.6131 -0.7486
C 0.5981 -3.3082 -1.1196
N 1.3844 -2.6513 -0.1872
C 1.7893 -3.5817 0.7106
C 2.5133 -3.4964 1.9612
N 3.3661 -2.5972 2.4574
C 3.6698 -2.9701 3.7447
C 3.0075 -4.1434 4.0451
N 2.2909 -4.4663 2.9181
H 1.3443 -5.6645 0.8725
H -0.0702 -5.4243 -1.1964
H 0.1945 -2.8222 -1.9980
H 4.3136 -2.3971 4.3988
H 3.0114 -4.7487 4.9327
H 1.6414 -5.2490 2.8550
*
```

Properties
Energy above the lowest of the compared OMol25 structures with the same formula, charge and spin = 573.5 kJ/mol
Orbital gap (alpha / beta) = 5.869 / 4.853 eV
HOMO (alpha / beta) = -6.31 / -6.03 eV
⟨S²⟩ = 6.1985

No. 3
Density functional theory data (wB97M-V/def2-TZVPD) for a structure of composition C35H33ClN4PbSi2.

```
! RIJCOSX wB97M-V def2-TZVPD def2/J DEFGRID3
* xyz 2 1
C -2.3827 -1.1477 5.3818
C -3.0986 -0.5740 4.3081
C -3.2727 -1.5682 3.3030
H -3.4606 0.4579 4.2234
C -2.6532 -2.7658 3.7697
C -2.1081 -2.5014 5.0636
H -1.5701 -3.1921 5.7157
H -2.1025 -0.6175 6.2925
H -3.8046 -1.4714 2.3535
H -2.6082 -3.7357 3.2707
Pb -0.3471 -1.0192 2.2967
Si -0.8977 -0.6405 -2.9751
C -0.5172 0.9573 -3.9943
C 0.7066 1.0174 -4.6784
H 1.4006 0.1728 -4.6145
C 1.0357 2.1084 -5.4880
H 1.9966 2.1135 -5.9923
C 0.1397 3.1618 -5.6536
H 0.4088 4.0339 -6.2507
C -1.1368 3.0535 -5.0795
H -1.8871 3.8238 -5.2667
C -1.4645 1.9510 -4.2764
H -2.4820 1.8517 -3.8901
C -0.2611 -1.8349 -4.2657
C -0.6507 -1.8014 -5.6218
H -1.4544 -1.1268 -5.9567
C -0.0376 -2.6474 -6.5490
H -0.3427 -2.6003 -7.5974
C 0.9336 -3.5652 -6.1345
H 1.4051 -4.2300 -6.8525
C 1.2608 -3.6478 -4.7848
H 1.9870 -4.3709 -4.4216
C 0.6366 -2.8156 -3.8538
H 0.8397 -2.9305 -2.7814
H -2.3629 -0.7861 -3.1657
Si 2.0393 1.1330 -1.5873
C 1.4790 -0.6023 -1.2119
C -0.0189 -0.9021 -1.3137
H -0.6296 0.0158 -1.0055
C -0.4225 -2.1182 -0.5725
H -1.5012 -2.2719 -0.4723
C 0.4621 -3.0133 0.0039
H 0.0834 -3.8958 0.5549
C 1.8371 -2.7761 -0.0633
H 2.5544 -3.4890 0.3900
C 2.3156 -1.5899 -0.6417
H 3.3997 -1.3911 -0.5675
C 0.6707 2.3332 -1.1257
C -0.1621 2.2399 0.0088
H 0.0678 1.4925 0.7799
C -1.2056 3.1569 0.1995
H -1.9317 2.9959 1.0023
C -1.2971 4.2889 -0.6306
H -2.0422 5.0575 -0.4225
C -0.4390 4.4365 -1.7242
H -0.5389 5.2861 -2.4110
C 0.5560 3.4893 -1.9405
H 1.2732 3.6449 -2.7490
H 3.0746 1.4096 -0.6960
Cl 1.8172 0.3223 2.1433
N 0.6239 2.0809 5.8448
C -0.2183 3.0224 5.2670
C -0.8461 2.3759 4.2322
N -0.4263 1.0602 4.1772
C 0.4755 0.9070 5.1595
C 1.2465 -0.2844 5.4600
N 1.1266 -1.4716 4.8437
C 2.0679 -2.2973 5.4345
C 2.7648 -1.6134 6.4028
N 2.2413 -0.3297 6.4032
H 1.1890 2.2168 6.6772
H -0.2609 4.0383 5.5995
H -1.5715 2.7770 3.5348
H 2.1730 -3.3324 5.1233
H 3.5733 -1.9249 7.0307
H 2.5523 0.4101 7.0283
*
```

Properties
Energy above the lowest of the compared OMol25 structures with the same formula, charge and spin = 64.6 kJ/mol
Orbital gap (alpha / beta) = 5.460 / 5.565 eV
HOMO (alpha / beta) = -12.96 / -13.23 eV

No. 4
Density functional theory data (wB97M-V/def2-TZVPD) for a structure of composition C35H33ClN4S2Si2Tc.

```
! RIJCOSX wB97M-V def2-TZVPD def2/J DEFGRID3
* xyz 2 4
C -1.6244 -1.2745 -0.0480
C -2.6451 -0.5443 -0.7284
C -2.8620 -1.1807 -1.9910
H -3.1861 0.3115 -0.3316
C -2.0350 -2.3433 -2.0435
C -1.2569 -2.3920 -0.8613
H -0.5558 -3.1781 -0.6170
H -1.2739 -1.1156 0.9662
H -3.5136 -0.8272 -2.7836
H -1.9479 -3.0835 -2.8240
Tc -0.7813 -0.6100 -2.0031
Si 3.3710 1.4950 -3.8800
C 2.1981 2.8766 -4.3929
C 2.1786 3.3694 -5.7157
H 2.8121 2.8904 -6.4930
C 1.3046 4.4303 -6.0524
H 1.2667 4.7677 -7.0943
C 0.4719 5.0277 -5.1035
H -0.1671 5.8926 -5.3469
C 0.4523 4.5066 -3.8062
H -0.2087 4.9535 -3.0578
C 1.2721 3.4124 -3.4704
H 1.1629 2.9591 -2.4745
C 2.0462 -0.0239 -3.7859
C 0.6707 0.2575 -3.4480
H 0.1223 1.1907 -3.5654
C -0.6947 -1.5727 -3.7571
H -1.6469 -1.4318 -4.2191
C 0.3370 -2.5406 -3.9764
H -0.0317 -3.4831 -4.3570
C 1.7138 -2.4817 -3.6474
H 2.2426 -3.4499 -3.5800
C 2.4826 -1.3536 -3.5225
H 3.4983 -1.4715 -3.1734
H -1.6783 0.6066 -2.7250
Si 0.2442 -0.6547 -5.0276
C 0.7936 -1.7622 -6.5839
C -0.2621 -2.2757 -7.3537
H -1.2861 -1.9078 -7.1791
C -0.0318 -3.2506 -8.3454
H -0.8729 -3.6224 -8.9152
C 1.2629 -3.7015 -8.5992
H 1.4486 -4.4083 -9.3903
C 2.3150 -3.1941 -7.8394
H 3.3316 -3.5365 -8.0150
C 2.0990 -2.2164 -6.8528
H 2.9473 -1.8138 -6.2799
C -0.5468 0.7173 -6.0652
C -1.6789 1.3987 -5.5774
H -2.1156 1.1697 -4.5964
C -2.2350 2.3868 -6.4091
H -3.1623 2.8687 -6.0966
C -1.5909 2.7610 -7.6050
H -1.9882 3.5676 -8.2132
C -0.3937 2.1500 -8.0128
H 0.1535 2.4783 -8.8983
C 0.1272 1.1034 -7.2373
H 1.0557 0.6208 -7.5337
H 4.6392 1.7127 -4.3530
Cl 3.5395 1.8289 -1.8493
N -1.8913 2.8776 -1.3796
C -0.7813 2.4915 -0.7232
N -0.2135 1.2950 -0.6969
C 0.8216 1.3083 0.2136
C 1.0420 2.4815 0.9138
S -0.0116 3.6878 0.3260
C 1.5272 0.0989 0.3757
C 2.4671 -0.2517 1.3196
S 3.0055 -1.8409 1.0473
C 1.8401 -1.9890 -0.2791
N 1.1433 -0.9010 -0.5071
N 1.6907 -3.2384 -0.7491
H -2.1872 3.8430 -1.2271
H -2.4278 2.2564 -1.9796
H 1.7258 2.5840 1.7472
H 2.8059 0.3742 2.1323
H 2.2473 -3.9164 -0.2578
H 1.4239 -3.4064 -1.7254
*
```

Properties
Energy above the lowest of the compared OMol25 structures with the same formula, charge and spin = 644.5 kJ/mol
Orbital gap (alpha / beta) = 6.271 / 5.648 eV
HOMO (alpha / beta) = -12.74 / -12.98 eV
⟨S²⟩ = 3.7831

No. 5
Density functional theory data (wB97M-V/def2-TZVPD) for a structure of composition C35H33ClN4Si2Zr.

```
! RIJCOSX wB97M-V def2-TZVPD def2/J DEFGRID3
* xyz 2 1
C -1.3214 -0.6137 4.4159
C -1.8894 -0.0600 3.2197
C -1.7568 -1.0320 2.1813
H -2.4035 0.8948 3.1296
C -1.0617 -2.1650 2.7133
C -0.8038 -1.9163 4.0979
H -0.3711 -2.6263 4.7940
H -1.3754 -0.1707 5.4064
H -2.1897 -0.9705 1.1898
H -0.8412 -3.0739 2.1714
Zr 0.4649 -0.3270 2.7949
Si 0.8207 0.2702 -0.4375
C -0.1703 1.8687 -0.5282
C 0.4140 3.0512 -0.9881
H 1.4861 3.0705 -1.2233
C -0.3853 4.1637 -1.2454
H 0.0560 5.0711 -1.6520
C -1.7643 4.1228 -0.9833
H -2.3812 5.0075 -1.1452
C -2.3315 2.9527 -0.4856
H -3.3925 2.9040 -0.2466
C -1.5496 1.8207 -0.2641
H -1.9601 0.8722 0.0996
C -0.0391 -1.4242 -0.9798
C -1.3468 -1.4096 -1.5352
H -1.7600 -0.4774 -1.9427
C -2.0628 -2.5965 -1.6660
H -3.0052 -2.5773 -2.2093
C -1.5683 -3.7971 -1.1384
H -2.1470 -4.7118 -1.2556
C -0.3576 -3.7830 -0.4333
H -0.0064 -4.7155 0.0048
C 0.3993 -2.6220 -0.3252
H 1.3306 -2.6345 0.2534
H 0.0746 0.0037 0.9034
Si 0.7371 -0.1903 -2.6928
C 1.0782 -1.6448 -3.7835
C 0.4180 -1.6762 -5.0356
H 0.1519 -0.7371 -5.5333
C 0.0344 -2.9158 -5.5617
H -0.5890 -2.9363 -6.4569
C 0.3812 -4.1004 -4.9137
H -0.0068 -5.0569 -5.2758
C 1.1861 -4.0577 -3.7744
H 1.4218 -4.9685 -3.2311
C 1.6176 -2.8363 -3.2665
H 2.2792 -2.8096 -2.4054
C 0.3004 1.2988 -3.7741
C -1.0809 1.5030 -3.9479
H -1.7841 0.8269 -3.4686
C -1.5597 2.5776 -4.6927
H -2.6453 2.7261 -4.7589
C -0.6615 3.4503 -5.2945
H -1.0439 4.3055 -5.8586
C 0.7222 3.2797 -5.1174
H 1.4214 4.0065 -5.5307
C 1.2043 2.2152 -4.3473
H 2.2783 2.1115 -4.1657
H 2.1251 0.5804 -0.9482
Cl 2.5651 -0.0655 1.3522
N 1.1523 2.4742 5.8052
C 0.2064 3.3521 5.2753
C -0.1499 2.8471 4.0587
N 0.5461 1.6515 3.8387
C 1.3397 1.4479 4.9364
C 2.0351 0.1925 5.2001
N 1.9350 -0.8956 4.3852
C 2.5170 -1.9735 5.0450
C 2.9622 -1.5505 6.2662
N 2.6442 -0.1941 6.3510
H 1.6109 2.5665 6.7122
H -0.1290 4.2329 5.7971
H -0.8738 3.2189 3.3407
H 2.5428 -2.9577 4.5935
H 3.4553 -2.0921 7.0542
H 2.8503 0.4241 7.1333
*
```

Properties
Energy above the lowest of the compared OMol25 structures with the same formula, charge and spin = 219.3 kJ/mol
Orbital gap (alpha / beta) = 4.513 / 4.513 eV
HOMO (alpha / beta) = -11.01 / -11.01 eV

No. 6
Density functional theory data (wB97M-V/def2-TZVPD) for a structure of composition C35H33F5N8STi.

```
! RIJCOSX wB97M-V def2-TZVPD def2/J DEFGRID3
* xyz -2 1
Ti 0.2788 -0.5182 0.2674
C -1.4741 2.8252 2.7730
C -0.5986 3.9455 2.7445
C 0.5498 3.8662 2.0396
C 0.9130 2.6636 1.3018
N 0.0630 1.5670 1.3819
C -1.0817 1.7120 2.0843
N 2.0046 2.7114 0.6022
C 2.4915 1.6324 -0.0926
N 2.1065 0.3050 0.0219
C 2.9794 -0.4702 -0.7463
N 3.0931 -1.8520 -0.7371
C 2.4039 -2.6529 -0.0013
C 2.8205 -4.0543 0.0170
C 2.2204 -4.9711 0.7895
C 1.1170 -4.5702 1.6167
C 0.7171 -3.2796 1.5588
N 1.2950 -2.2944 0.8012
C 3.8529 0.3683 -1.4087
C 4.8854 0.1427 -2.3592
C 5.5751 1.2112 -2.8500
C 5.2848 2.5518 -2.4155
C 4.2990 2.7954 -1.5027
C 3.5555 1.7037 -0.9861
H -2.4157 2.8360 3.3050
H -0.8529 4.8573 3.2769
H 1.2461 4.6921 1.9711
H -1.7203 0.8404 2.0714
H 3.6580 -4.2966 -0.6241
H 2.5641 -6.0006 0.7867
H 0.5785 -5.2684 2.2426
H -0.1481 -2.9738 2.1338
H 5.1040 -0.8657 -2.6911
H 6.3506 1.0547 -3.5933
H 5.8557 3.3773 -2.8283
H 4.0662 3.8030 -1.1777
N 0.6193 -0.6918 3.2037
C -0.0627 -0.4691 4.4842
C -1.1505 -1.4879 4.8219
C -2.4151 -1.4194 3.9671
N -2.2188 -2.0613 2.6762
H 1.2318 -1.4973 3.2503
H 1.1762 0.1164 2.9486
H -0.5102 0.5272 4.4452
H 0.6520 -0.4626 5.3192
H -1.4298 -1.3133 5.8671
H -0.7446 -2.5035 4.7552
H -2.7196 -0.3617 3.8977
H -3.2209 -1.9456 4.4873
H -1.6699 -1.4532 2.0711
H -3.0925 -2.2224 2.1905
N -1.4801 -0.3373 0.1307
C -2.6714 0.0600 -0.3821
C -3.8123 0.2371 0.4321
C -5.0320 0.6229 -0.1004
C -5.1849 0.8316 -1.4681
C -4.0746 0.6452 -2.2875
C -2.8475 0.2764 -1.7640
H -3.7130 0.0755 1.4992
H -5.8783 0.7619 0.5647
H -6.1381 1.1359 -1.8822
H -4.1629 0.7978 -3.3582
H -1.9882 0.1510 -2.4135
C -1.4147 3.7398 -1.3866
S 0.1998 3.2060 -1.9896
C -0.2437 2.8692 -3.7033
H -1.7197 4.6872 -1.8380
H -1.3179 3.8715 -0.3075
H -2.1686 2.9756 -1.5755
H -1.0866 2.1766 -3.7511
H 0.6203 2.3970 -4.1675
H -0.4936 3.7852 -4.2439
F 1.1813 0.1119 -2.9515
C 0.4844 -1.0406 -2.8507
C 0.0603 -1.5123 -1.6213
C -0.7032 -2.6656 -1.7071
F -1.2424 -3.2353 -0.6045
C -0.9960 -3.3224 -2.8916
F -1.7260 -4.4594 -2.8998
C -0.5394 -2.8067 -4.0868
F -0.8171 -3.4286 -5.2542
C 0.1988 -1.6456 -4.0674
F 0.6245 -1.1101 -5.2318
*
```

Properties
Energy above the lowest of the compared OMol25 structures with the same formula, charge and spin = 3.5 kJ/mol
Orbital gap = 4.241 eV
HOMO = 0.21 eV